[1]
Here is a 7-piece molecular cluster, C7H28O7 overall in a non-equilibrium geometry from OMol25. Energies are from ωB97M-V with the def2-TZVPD basis set.

Output
HOMO-LUMO gap   0.353 hartree
LUMO   0.30 eV
Energy above the lowest of the compared OMol25 structures with the same formula, charge and spin   85.67 kcal/mol
Net charge   0
Multiplicity   1
SMILES   CO.CO.CO.CO.CO.CO.CO

Geometry (Å):
C1 -4.006 1.596 0.952
O1 -3.061 1.383 2.018
H1 -4.463 0.655 0.643
H2 -4.780 2.262 1.333
H3 -3.483 2.086 0.131
H4 -2.697 2.231 2.283
C2 2.726 2.398 -1.542
O2 1.807 2.590 -2.620
H5 3.284 1.494 -1.787
H6 3.376 3.274 -1.526
H7 2.242 2.297 -0.571
H8 1.084 3.124 -2.281
C3 2.462 -1.850 -3.137
O3 1.717 -0.811 -2.575
H9 3.475 -1.504 -3.345
H10 2.572 -2.604 -2.358
H11 2.118 -2.231 -4.098
H12 1.899 0.024 -3.013
C4 -2.567 -1.783 1.730
O4 -1.665 -2.556 1.026
H13 -3.238 -1.237 1.067
H14 -3.060 -2.336 2.529
H15 -2.045 -1.033 2.324
H16 -1.002 -1.952 0.681
C5 1.307 -4.388 -0.514
O5 2.306 -5.087 -1.305
H17 0.693 -5.061 0.085
H18 1.736 -3.745 0.254
H19 0.631 -3.746 -1.079
H20 2.902 -5.601 -0.755
C6 -0.392 3.317 2.461
O6 -1.652 3.555 2.973
H21 0.252 2.904 3.237
H22 -0.396 2.607 1.634
H23 0.083 4.189 2.012
H24 -1.767 4.433 3.343
C7 0.131 0.472 0.122
O7 0.415 -0.919 -0.108
H25 0.985 0.976 0.574
H26 -0.244 0.985 -0.763
H27 -0.704 0.518 0.821
H28 1.016 -0.926 -0.857

Atom charges from the Löwdin analysis, given in e for atoms 1 to 6: -0.13 -0.15 0.07 0.07 0.07 0.01

=====

[2]
Here is C47H48N2O3P2RuS2Si as an isolated structure in a non-equilibrium geometry from OMol25. Energies are from ωB97M-V with the def2-TZVPD basis set.

Output
HOMO-LUMO gap (alpha / beta)   0.169 / 0.273 hartree
LUMO (alpha / beta)   2.27 / 2.26 eV
Energy above the lowest of the compared OMol25 structures with the same formula, charge and spin   0.00 kcal/mol
Net charge   -1
Multiplicity   6

Geometry (Å):
Ru1 0.136 -1.080 0.465
C1 0.196 -5.199 5.526
C2 0.897 -5.374 4.202
O1 0.104 -4.544 3.250
P1 0.686 -3.166 2.707
S1 -1.007 -2.183 2.127
S2 2.041 -3.141 1.331
O2 1.224 -2.481 4.090
C3 2.038 -1.219 4.162
C4 2.201 -1.027 5.656
H1 0.628 -5.789 6.324
H2 -0.853 -5.424 5.421
H3 0.312 -4.145 5.793
H4 0.873 -6.380 3.776
H5 1.941 -5.010 4.140
H6 1.479 -0.419 3.639
H7 2.980 -1.410 3.634
H8 1.237 -0.637 6.053
H9 2.988 -0.310 5.930
H10 2.460 -1.965 6.143
C5 2.008 1.421 -4.743
C6 1.050 0.835 -3.715
C7 0.445 -0.467 -4.265
C8 -0.023 1.862 -3.448
Si1 2.075 0.449 -2.056
O3 1.292 -0.638 -1.085
C9 3.674 -0.325 -2.618
C10 4.683 0.524 -3.082
C11 5.795 -0.049 -3.677
C12 5.837 -1.418 -3.920
C13 4.873 -2.256 -3.371
C14 3.801 -1.698 -2.660
C15 2.738 1.971 -1.095
C16 2.663 3.282 -1.515
C17 3.316 4.286 -0.817
C18 4.137 3.962 0.248
C19 4.149 2.682 0.742
C20 3.385 1.680 0.105
H11 1.449 2.003 -5.507
H12 2.601 0.638 -5.192
H13 2.701 2.186 -4.336
H14 -0.038 -0.241 -5.261
H15 -0.373 -0.854 -3.641
H16 1.225 -1.213 -4.480
H17 -0.787 1.919 -4.249
H18 0.371 2.889 -3.365
H19 -0.584 1.670 -2.536
H20 4.585 1.633 -3.016
H21 6.576 0.618 -4.035
H22 6.665 -1.858 -4.494
H23 4.897 -3.330 -3.480
H24 3.105 -2.369 -2.141
H25 2.093 3.571 -2.408
H26 3.338 5.317 -1.194
H27 4.740 4.706 0.759
H28 4.874 2.416 1.515
H29 3.368 0.704 0.567
N1 -5.448 -6.836 -5.285
C21 -4.786 -6.114 -4.638
C22 -3.902 -5.304 -3.896
C23 -3.245 -4.216 -4.522
C24 -2.416 -3.365 -3.766
C25 -2.310 -3.488 -2.387
C26 -2.895 -4.592 -1.773
C27 -3.749 -5.445 -2.505
C28 -1.727 -2.507 -1.599
C29 -1.130 -1.764 -0.806
H30 -3.338 -4.006 -5.598
H31 -1.822 -2.617 -4.285
H32 -2.743 -4.716 -0.709
H33 -4.264 -6.274 -1.975
N2 -0.727 0.453 0.662
P2 -1.770 1.568 1.275
C30 -1.238 3.292 1.188
C31 -0.441 3.705 0.135
C32 -0.131 5.059 -0.021
C33 -0.636 6.017 0.862
C34 -1.501 5.616 1.870
C35 -1.777 4.270 2.075
C36 -3.281 1.544 0.418
C37 -3.920 2.721 0.058
C38 -4.989 2.720 -0.857
C39 -5.410 1.552 -1.432
C40 -4.876 0.354 -0.964
C41 -3.839 0.342 -0.054
C42 -1.971 1.241 2.986
C43 -3.137 0.718 3.589
C44 -3.218 0.713 4.975
C45 -2.204 1.251 5.756
C46 -1.028 1.658 5.164
C47 -0.899 1.640 3.769
H34 -0.034 2.962 -0.540
H35 0.542 5.397 -0.800
H36 -0.295 7.037 0.788
H37 -1.962 6.342 2.527
H38 -2.403 3.964 2.922
H39 -3.628 3.724 0.385
H40 -5.480 3.653 -1.057
H41 -6.051 1.537 -2.301
H42 -5.267 -0.615 -1.267
H43 -3.401 -0.633 0.210
H44 -3.987 0.291 3.021
H45 -3.996 0.156 5.535
H46 -2.356 1.320 6.837
H47 -0.222 2.075 5.765
H48 0.039 1.997 3.366

Atom charges from the Löwdin analysis, given in e for atoms 1 to 6: 0.97 -0.08 -0.24 -0.37 -0.19 0.26

=====

[3]
Here is C27H22AsAuO5S as an isolated structure from OMol25. Energies are from ωB97M-V with the def2-TZVPD basis set.

Output
HOMO-LUMO gap   0.201 hartree
LUMO   4.30 eV
Energy above the lowest of the compared OMol25 structures with the same formula, charge and spin   7.51 kcal/mol
Net charge   -2
Multiplicity   1

Geometry (Å):
Au1 1.767 -0.197 -1.536
O1 5.940 0.781 -0.852
C1 4.889 1.063 -1.471
O2 4.220 0.324 -2.224
C2 4.425 2.530 -1.304
C3 5.470 3.445 -1.110
C4 5.270 4.805 -0.943
C5 3.965 5.288 -0.937
C6 2.916 4.406 -1.117
C7 3.100 3.021 -1.328
S1 1.568 2.156 -1.601
H1 6.467 3.026 -1.083
H2 6.114 5.474 -0.806
H3 3.761 6.343 -0.786
H4 1.896 4.776 -1.110
O3 -1.367 -0.769 -2.276
As1 -1.384 -0.740 -0.620
C8 -0.208 -0.618 0.955
C9 -0.001 -1.737 1.751
C10 0.681 -1.616 2.958
C11 1.152 -0.378 3.374
C12 0.941 0.739 2.576
C13 0.257 0.625 1.374
C14 -2.598 -2.175 -0.063
C15 -3.055 -2.998 -1.088
C16 -3.964 -4.014 -0.819
C17 -4.428 -4.211 0.476
C18 -3.975 -3.389 1.502
C19 -3.061 -2.377 1.231
C20 -2.511 0.840 -0.227
C21 -2.972 1.556 -1.327
C22 -3.829 2.638 -1.152
C23 -4.242 3.003 0.124
C24 -3.785 2.289 1.226
C25 -2.918 1.218 1.048
H5 -0.340 -2.706 1.414
H6 0.855 -2.498 3.563
H7 1.701 -0.287 4.305
H8 1.327 1.706 2.874
H9 0.143 1.493 0.736
H10 -2.676 -2.824 -2.088
H11 -4.311 -4.653 -1.622
H12 -5.135 -5.004 0.689
H13 -4.331 -3.536 2.515
H14 -2.707 -1.752 2.041
H15 -2.633 1.252 -2.310
H16 -4.168 3.199 -2.014
H17 -4.910 3.845 0.262
H18 -4.094 2.572 2.226
H19 -2.543 0.692 1.918
C26 2.286 -4.395 -0.980
O4 2.547 -3.032 -1.281
C27 1.437 -2.204 -1.275
O5 0.348 -2.740 -1.078
H20 3.266 -4.863 -0.884
H21 1.718 -4.884 -1.775
H22 1.722 -4.505 -0.052

Atom charges from the Löwdin analysis, given in e for atoms 1 to 6: 0.62 -0.08 -0.71 -0.14 -0.14 -0.07